Computed, not measured: a structure of composition C23H41F5IrOP2Te, with the ωB97M-V functional and the def2-TZVPD basis.

The geometry in XYZ format:
```
74
Properties=species:S:1:pos:R:3:forces:R:3:mulliken_charge:R:1
Ir -1.611 -1.474 0.312 1.07 -1.28 -1.58 1.335
C -0.064 -1.538 2.751 -2.10 1.48 -0.80 0.731
C -1.331 -0.972 2.231 1.94 -0.77 2.66 1.636
C -1.494 -3.334 2.463 -0.62 0.71 -0.82 0.463
C -0.200 -2.929 2.867 -0.02 -1.34 -0.06 0.792
C -2.303 -2.168 2.080 1.13 -0.62 1.29 -0.095
C 1.052 -0.763 3.270 0.76 0.62 0.49 -1.880
H 1.032 0.288 2.967 -0.10 -0.23 0.00 -0.007
H 2.028 -1.169 2.964 -0.34 -0.10 0.04 0.451
H 1.011 -0.787 4.378 0.10 -0.04 -0.35 0.391
C 0.764 -3.856 3.496 0.17 0.06 0.23 -1.721
H 1.712 -3.377 3.733 -0.08 0.03 -0.08 0.381
H 0.971 -4.727 2.863 -0.18 0.14 -0.07 0.317
H 0.317 -4.218 4.433 0.07 -0.08 -0.10 0.437
C -1.983 -4.711 2.322 -0.06 -0.59 -0.48 -1.684
H -2.144 -5.250 3.269 0.18 0.31 -0.15 0.364
H -1.247 -5.281 1.724 -0.16 0.09 0.28 0.204
H -2.925 -4.699 1.767 0.08 -0.15 0.18 0.448
C -3.761 -2.022 2.256 -1.19 -0.09 -0.12 -1.250
H -4.121 -1.385 3.083 0.54 -0.23 -0.17 0.247
H -4.288 -2.982 2.335 0.26 0.17 -0.02 0.367
H -4.084 -1.551 1.329 -0.70 0.16 0.05 0.391
C -1.837 0.332 2.688 -0.27 0.84 -0.04 -1.767
H -2.410 0.228 3.614 0.07 0.09 0.01 0.463
H -2.498 0.746 1.922 -0.07 0.33 0.24 0.335
H -1.002 1.012 2.853 -0.24 0.03 0.12 0.525
C 2.911 0.658 0.386 1.54 0.41 0.07 -0.171
C 2.605 1.653 1.220 0.86 -0.21 2.32 -0.597
C 1.750 2.857 1.162 -1.11 1.59 -1.36 -1.074
C 0.279 2.545 0.670 1.19 1.01 2.38 -0.315
C 0.225 1.504 -0.311 -1.93 -2.84 0.62 -0.380
C 0.878 1.148 -1.578 -0.48 -2.06 1.13 1.511
C 2.083 0.237 -1.832 0.70 0.18 -0.06 -0.725
C 3.234 0.816 -1.067 -1.00 -0.96 -0.43 -0.807
H 2.101 3.632 0.482 0.51 0.19 -0.41 0.441
H -0.253 3.468 0.365 0.30 -0.15 0.30 0.416
H 1.663 3.412 2.109 0.27 -0.55 -0.11 0.491
H 3.363 1.830 -1.405 0.32 0.48 0.41 0.272
H 3.231 -0.306 0.813 0.32 0.62 -0.09 0.364
H 3.130 1.615 2.195 -1.08 -0.81 0.03 0.456
H 4.116 0.251 -1.312 0.62 -0.15 0.20 0.552
H 1.902 -0.778 -1.467 -0.41 0.14 0.15 -0.274
H 0.137 0.386 -1.980 0.13 1.61 -0.22 -0.121
H 2.261 0.060 -2.910 -0.17 0.52 0.30 0.528
H -0.271 2.156 1.564 0.32 0.53 -0.84 -0.124
H -0.644 0.856 -0.062 0.60 0.04 -0.45 -1.040
P 0.671 2.743 -2.285 1.22 0.98 -4.14 1.571
C 2.203 3.091 -3.229 0.39 0.54 -0.67 -1.659
C 0.280 4.521 -1.915 -0.31 0.44 1.33 -1.390
P -1.866 1.109 -2.491 -0.96 1.90 -1.48 0.872
C -0.601 2.186 -3.413 0.55 0.29 0.05 -1.674
C -3.014 2.572 -2.233 -0.28 -0.28 0.20 -1.250
C -2.512 0.464 -4.074 -0.30 -0.30 -0.15 -1.368
H 2.569 2.218 -3.796 -0.23 0.27 0.41 0.386
H 3.019 3.459 -2.577 -0.49 -0.26 -0.19 0.454
H 2.030 3.912 -3.956 -0.08 -0.51 0.35 0.496
H 0.381 5.126 -2.837 0.12 -0.95 0.08 0.478
H 0.977 4.984 -1.198 -0.20 -0.39 -0.14 0.405
H -0.741 4.713 -1.561 0.23 -0.39 0.07 0.412
H -2.376 1.161 -4.909 -0.17 -0.12 0.23 0.419
H -3.573 0.240 -3.951 0.04 -0.15 -0.14 0.467
H -1.975 -0.461 -4.300 -0.15 0.02 -0.05 0.364
H -0.039 1.551 -4.119 -0.29 0.12 0.12 0.521
H -0.992 3.068 -3.932 -0.39 -0.47 -0.14 0.760
H -4.044 2.173 -2.275 0.35 0.41 0.16 0.455
H -2.894 3.372 -2.993 -0.18 -0.60 0.41 0.337
H -2.829 2.999 -1.230 -0.21 -0.15 -0.40 0.273
F 1.292 -5.074 -2.006 0.16 0.52 0.54 -0.499
Te 1.607 -3.840 -0.510 0.70 -1.10 -1.06 1.571
F 2.872 -2.808 -1.619 -0.25 -0.11 0.14 -0.551
F 0.734 -5.164 0.706 -0.10 0.20 0.21 -0.560
F 2.345 -2.776 1.014 -0.11 0.14 0.46 -0.546
F 3.100 -4.941 -0.171 -0.60 0.61 -0.08 -0.391
O -0.906 -2.013 -1.153 -0.18 0.17 -0.82 -0.632
```
Forces are in eV/Å.

## Properties
- Energy: -2530.00565 Eh
- E_HOMO (spin up / spin down): -10.7 / -11.2 eV
- ΔE to the lowest compared entry with this formula, charge and spin: 4.6250 eV
- Gap between HOMO and LUMO (spin up / spin down): 5.52 / 4.98 eV
- Lowest unoccupied orbital energy (spin up / spin down): -5.200 / -6.176 eV
- Net charge: +1
- Multiplicity: 5